Entry 1:
Formula: C33H23MnN7O3S2
Source: OMol25
Level of theory: ωB97M-V/def2-TZVPD

The geometry in XYZ format:
```
69
Properties=species:S:1:pos:R:3:forces:R:3
Mn 0.4235 0.0587 -0.4287 -1.32 -0.31 0.70
C -1.9384 0.2340 3.2779 0.00 -0.03 -0.01
C -1.4460 0.0843 1.8756 -0.11 0.01 -0.12
N -0.2226 0.2506 1.5101 0.21 -0.06 0.05
N 0.7019 0.5723 2.4517 0.06 -0.07 -0.05
C 1.9037 0.3870 1.9109 0.01 -0.02 -0.23
O 2.0796 -0.0768 0.7448 0.39 0.06 0.12
C 3.0944 0.7326 2.7294 -0.03 -0.02 -0.03
C 4.3407 0.7647 2.1115 -0.01 0.01 0.01
C 5.4668 1.1021 2.8464 0.00 0.00 -0.02
C 5.3518 1.4047 4.1960 0.01 0.00 0.01
C 4.1071 1.3780 4.8122 0.00 0.00 -0.02
C 2.9783 1.0463 4.0803 0.01 0.00 0.04
C -2.3635 -0.2238 0.7759 0.13 0.03 0.06
C -3.7141 -0.4863 0.9996 -0.01 0.00 -0.08
C -4.5451 -0.7351 -0.0761 0.04 0.01 0.02
C -4.0050 -0.7066 -1.3511 0.00 0.01 -0.04
C -2.6538 -0.4425 -1.4906 0.01 0.01 0.03
N -1.8313 -0.2130 -0.4660 0.01 0.01 -0.06
H -1.1123 0.5114 3.9245 0.00 0.00 -0.01
H -2.3769 -0.6998 3.6387 0.00 0.00 0.02
H -2.7102 1.0051 3.3337 0.00 0.02 0.01
H 4.4009 0.5413 1.0544 0.00 -0.01 -0.01
H 6.4342 1.1357 2.3625 0.01 0.00 0.01
H 6.2325 1.6663 4.7689 0.00 0.01 0.00
H 4.0172 1.6211 5.8630 0.00 0.00 0.01
H 2.0012 1.0292 4.5429 0.00 0.00 -0.01
H -4.0996 -0.4889 2.0081 0.01 0.01 0.02
H -5.5965 -0.9393 0.0776 0.00 0.00 0.00
H -4.6073 -0.8761 -2.2321 -0.02 -0.01 0.01
H -2.2237 -0.4034 -2.4823 0.04 -0.01 0.01
S 2.7567 1.2940 -1.8209 0.47 0.28 -0.30
C 1.7152 2.4249 -1.1568 -0.15 -0.16 0.10
N 0.5442 2.0991 -0.6104 0.01 0.08 -0.03
C -0.1525 3.1999 -0.1404 -0.01 0.02 -0.03
C -1.4220 3.1947 0.4331 -0.03 0.01 0.01
C -1.9843 4.3911 0.8428 -0.01 0.01 0.01
C -1.3049 5.5982 0.6863 0.00 0.01 0.00
C -0.0502 5.6213 0.1005 -0.01 -0.01 0.01
C 0.5130 4.4225 -0.3117 -0.02 0.03 0.02
S 2.0381 4.1477 -1.0958 0.07 0.03 -0.04
H -1.9625 2.2667 0.5472 0.02 0.02 -0.02
H -2.9703 4.3888 1.2897 -0.01 0.00 0.01
H -1.7602 6.5221 1.0172 -0.01 0.00 0.00
H 0.4791 6.5555 -0.0347 0.01 0.00 0.00
O -0.2488 -5.3693 -5.6855 -0.21 0.59 -0.10
N -0.3308 -4.1546 -5.6273 0.40 0.09 -0.21
O -0.5625 -3.4274 -6.5837 -0.01 -0.54 0.56
C -0.0693 -3.5138 -4.3023 -0.12 -0.20 -0.09
C 0.1949 -4.3788 -3.2929 -0.06 0.21 -0.19
C 0.4322 -3.9088 -1.9651 -0.01 0.12 -0.08
C 0.6998 -4.7486 -0.8712 0.01 -0.06 0.00
C 0.9002 -4.1856 0.3616 -0.01 0.15 -0.01
C 0.8198 -2.7893 0.4992 0.03 -0.18 0.06
N 0.5653 -1.9865 -0.5143 -0.12 0.12 -0.06
C 0.3880 -2.5340 -1.7383 0.07 -0.07 0.25
C 0.1563 -1.6182 -2.8164 -0.09 0.18 -0.09
N 0.1960 -0.3144 -2.4719 0.25 0.14 -0.52
C -0.0221 0.6036 -3.4032 0.12 -0.33 0.26
C -0.3144 0.2506 -4.7188 0.01 -0.15 -0.10
C -0.3496 -1.0755 -5.0890 0.02 0.06 0.07
C -0.1007 -2.0720 -4.1231 0.00 -0.11 0.01
H 0.2142 -5.4382 -3.5057 -0.01 0.02 0.02
H 0.7510 -5.8209 -1.0134 -0.01 0.01 0.00
H 1.1164 -4.7953 1.2269 0.00 0.02 0.01
H 0.9726 -2.3065 1.4559 0.00 -0.01 0.01
H 0.0457 1.6345 -3.0831 0.00 0.00 0.02
H -0.4869 1.0252 -5.4524 -0.02 0.00 0.00
H -0.5573 -1.3510 -6.1069 -0.01 0.02 -0.03
```
Positions in Å, forces in eV/Å.

Properties
LUMO (spin up / spin down): -0.055 / -0.056 hartree
2S+1: 2
HOMO level (spin up / spin down): -6.78 / -6.72 eV
E_tot: -3827.73336 Ha
relative energy (zero: lowest compared OMol25 entry of this formula, charge and spin): 48.4 kJ/mol
orbital gap (spin up / spin down): 0.1939 / 0.1909 hartree
charge: 0

---

Entry 2:
Formula: C33H24Br2N4O2PdS
Source: OMol25
Level of theory: ωB97M-V/def2-TZVPD

The geometry in XYZ format:
```
67
Properties=species:S:1:pos:R:3:forces:R:3
Pd -0.1998 -1.0753 0.1875 0.02 0.30 -0.02
C 3.5686 3.9185 -4.0474 0.00 0.01 0.00
C 3.3944 2.6106 -3.3254 -0.01 0.00 0.00
C 4.4792 1.7843 -3.0633 0.00 -0.03 0.00
C 4.3134 0.5706 -2.4061 -0.01 0.01 -0.05
C 3.0466 0.1802 -2.0133 -0.03 0.00 0.05
C 1.9468 0.9951 -2.2573 0.02 0.03 -0.01
C 2.1264 2.1999 -2.9092 0.01 0.01 -0.01
S 2.8025 -1.3695 -1.1854 0.00 -0.07 0.22
O 4.1077 -1.8591 -0.8215 -0.01 0.04 -0.03
O 1.9826 -2.1895 -2.0358 -0.02 -0.02 -0.01
N 1.9112 -1.0051 0.1087 -0.06 -0.15 -0.14
C 2.4610 -0.3372 1.1917 0.04 0.03 -0.07
C 3.7548 0.1278 1.3295 0.01 0.02 0.08
C 4.1725 0.7797 2.5059 0.00 -0.02 -0.04
C 3.3325 0.9732 3.5635 -0.02 0.01 0.01
C 1.9977 0.5200 3.4653 0.02 0.02 0.05
C 1.0590 0.6647 4.5103 0.02 -0.01 -0.03
C -0.2128 0.1981 4.3528 0.00 0.00 0.00
C -0.5754 -0.3935 3.1314 -0.02 -0.03 0.01
N 0.2692 -0.5259 2.1338 0.04 0.05 0.06
C 1.5648 -0.1071 2.2811 -0.04 -0.03 -0.07
H 4.6221 4.1687 -4.1646 0.00 0.00 0.00
H 3.0833 4.7326 -3.5073 0.00 0.00 0.00
H 3.1220 3.8750 -5.0427 0.00 0.00 0.00
H 5.4706 2.0908 -3.3753 0.00 0.00 0.00
H 5.1550 -0.0770 -2.2012 0.01 0.00 0.01
H 0.9618 0.6910 -1.9253 -0.02 -0.01 0.00
H 1.2709 2.8401 -3.0943 0.00 0.00 0.00
H 4.4748 -0.0353 0.5449 0.01 -0.01 -0.03
H 5.1988 1.1202 2.5609 0.00 0.01 0.02
H 3.6617 1.4625 4.4709 0.01 0.00 0.00
H 1.3701 1.1428 5.4315 0.00 0.00 0.00
H -0.9515 0.2801 5.1376 0.00 0.00 0.00
H -1.5731 -0.7803 2.9727 0.02 0.01 0.00
Br -5.6470 1.5396 3.5467 -0.01 -0.01 0.00
C -4.1456 1.5096 2.4009 0.02 0.02 -0.01
C -3.3547 2.6348 2.2706 0.00 0.00 0.01
C -2.2741 2.5444 1.4043 -0.01 -0.03 0.00
N -1.9559 1.4484 0.7304 0.01 0.01 0.00
C -2.7180 0.3579 0.8788 0.10 0.05 0.00
C -3.8423 0.3562 1.7026 -0.05 -0.04 -0.03
C -2.9063 -2.1490 0.5961 -0.04 -0.06 -0.05
C -3.6381 -2.9379 -0.2901 0.00 0.00 -0.02
C -4.1830 -4.1202 0.1756 0.00 0.00 0.02
Br -5.1683 -5.2186 -1.0005 0.00 -0.01 0.00
C -4.0139 -4.4920 1.4958 0.02 0.02 -0.02
C -3.2979 -3.6221 2.3056 -0.03 -0.01 0.01
N -2.7611 -2.4854 1.8826 0.03 0.02 -0.01
H -3.5648 3.5440 2.8144 0.00 0.00 0.00
H -1.6254 3.4007 1.2551 0.00 0.01 0.01
H -4.4600 -0.5233 1.8062 0.01 0.00 0.00
H -3.7761 -2.6356 -1.3182 0.01 0.01 0.01
H -4.4242 -5.4111 1.8867 -0.01 0.00 -0.01
H -3.1515 -3.8609 3.3534 0.01 0.00 0.00
C -2.2634 -0.8692 0.1536 0.03 -0.18 0.08
C -1.8938 -0.7471 -1.2567 -0.07 -0.03 0.09
C -2.0932 0.4095 -2.0506 0.01 0.04 -0.09
C -1.5836 0.4698 -3.3181 -0.01 0.02 0.04
C -0.8155 -0.5863 -3.8456 0.03 -0.05 0.02
C -0.5795 -1.7017 -3.0914 -0.01 0.03 -0.04
C -1.1115 -1.8025 -1.7877 0.04 0.01 -0.02
H -2.6729 1.2311 -1.6574 0.00 0.00 0.02
H -1.7717 1.3457 -3.9266 -0.01 0.00 0.00
H -0.4150 -0.5110 -4.8478 0.00 -0.01 0.00
H 0.0065 -2.5204 -3.4790 0.01 0.01 0.00
H -1.0676 -2.7694 -1.2944 -0.04 -0.02 0.00
```
Positions in Å, forces in eV/Å.

Properties
LUMO: -0.012 hartree
2S+1: 1
HOMO level: -7.59 eV
E_tot: -7315.57829 Ha
relative energy (zero: lowest compared OMol25 entry of this formula, charge and spin): 0.0 kJ/mol
orbital gap: 0.2672 hartree
charge: 0

---

Entry 3:
Formula: C33H24N2RuS7
Source: OMol25
Level of theory: ωB97M-V/def2-TZVPD

The geometry in XYZ format:
```
67
Properties=species:S:1:pos:R:3:forces:R:3
Ru 0.5216 -0.3063 0.2129 -0.26 -1.48 0.86
S -6.9282 -0.6265 0.3001 0.48 -0.49 -0.30
C -7.5052 -2.0562 -0.4783 0.08 0.22 0.15
C -6.4870 -2.7960 -0.9925 -0.55 -0.05 0.01
C -5.2255 -2.2236 -0.7762 0.29 0.52 0.28
C -5.2670 -1.0369 -0.0773 -0.86 -0.55 -0.24
C -4.1744 -0.1999 0.3096 0.66 0.69 0.31
C -2.8492 -0.5875 0.0297 -0.10 0.14 0.03
N -1.7975 0.1404 0.3079 0.24 0.01 0.05
C -1.9510 1.3695 0.8859 -0.03 0.34 0.10
C -3.2491 1.8292 1.2656 0.01 -0.54 -0.18
C -3.3344 3.0856 1.9347 0.28 0.53 0.24
C -2.2312 3.8286 2.1986 -0.82 -0.11 0.04
C -0.9258 3.4048 1.8049 0.85 -0.13 -0.08
C 0.2303 4.1053 2.1157 -0.44 -0.25 -0.11
C 1.4858 3.6087 1.7067 -0.44 -0.79 -0.68
C 1.4829 2.4382 0.9314 0.25 0.70 0.39
N 0.4071 1.7364 0.6411 0.05 0.17 0.06
C -0.8142 2.1643 1.1029 -0.69 0.23 0.11
C 2.7304 4.2068 2.0787 0.93 0.22 0.11
C 2.9812 5.2348 2.9595 -0.51 -0.37 -0.34
C 4.3478 5.4970 3.1465 0.61 -0.04 -0.11
C 5.1503 4.6885 2.4048 -0.14 -0.18 -0.14
S 4.2403 3.5721 1.4591 -0.20 0.52 0.45
C -4.3443 1.0293 0.9792 0.45 -0.18 -0.20
H -8.5572 -2.2614 -0.4967 -0.20 -0.07 -0.03
H -6.6342 -3.7279 -1.5106 -0.07 -0.13 -0.09
H -4.3110 -2.6635 -1.1290 0.17 -0.09 -0.04
H -2.6402 -1.5366 -0.4458 0.03 -0.11 0.04
H -4.3149 3.4229 2.2394 -0.08 0.12 0.06
H -2.3230 4.7686 2.7263 -0.02 0.06 0.03
H 0.1700 5.0239 2.6800 -0.09 0.10 0.06
H 2.4273 2.0611 0.5459 -0.15 -0.14 0.05
H 2.2051 5.7767 3.4677 -0.21 0.05 0.11
H 4.7260 6.2500 3.8162 0.08 0.13 0.08
H 6.2196 4.6546 2.3546 0.25 0.09 0.05
H -5.3377 1.3489 1.2607 -0.09 0.15 0.06
S 2.5876 -5.9078 4.4407 0.00 -0.13 0.16
C 2.0077 -4.6542 3.5566 -0.14 0.28 -0.27
S 1.3315 -4.8590 1.9530 0.33 0.40 0.64
C 1.0674 -3.1600 1.6171 0.31 0.42 1.25
C 1.3760 -2.2878 2.6308 -0.16 -1.14 -0.50
S 1.2183 -0.5973 2.5179 0.01 0.69 -0.37
S 2.0221 -2.9890 4.1027 -0.15 -0.73 -0.64
S 0.4856 -2.6727 0.0810 -0.25 0.90 -0.40
C -0.4910 -1.8121 -3.1237 0.28 0.02 0.01
C 0.7897 -0.9838 -2.8847 -0.19 -0.10 -0.25
C 1.0918 -0.1829 -4.1694 0.00 -0.13 0.14
C 0.4625 -0.0508 -1.7684 0.16 0.52 -0.60
C 2.0024 -1.8514 -2.5907 0.23 0.10 -0.15
C 3.1218 -1.2661 -1.9970 0.00 0.05 -0.11
C 4.2856 -1.9904 -1.8007 0.03 0.11 0.01
C 4.3501 -3.3218 -2.1769 0.03 -0.11 0.08
C 3.2430 -3.9178 -2.7544 0.15 -0.07 -0.05
C 2.0886 -3.1860 -2.9723 -0.04 0.11 -0.01
H -1.3468 -1.1392 -3.1619 -0.04 0.02 -0.09
H -0.6354 -2.5017 -2.2964 -0.13 -0.16 0.00
H -0.4368 -2.3677 -4.0581 -0.07 -0.15 -0.14
H 0.2164 0.3918 -4.4683 -0.10 0.07 -0.02
H 1.3602 -0.8623 -4.9778 0.03 -0.03 -0.13
H 1.9178 0.5054 -4.0027 0.08 0.05 -0.01
H -0.2513 0.7129 -2.1155 -0.01 -0.15 0.25
H 3.0758 -0.2223 -1.6921 -0.03 -0.12 -0.06
H 5.1536 -1.5129 -1.3659 0.00 0.03 0.10
H 5.2499 -3.8949 -2.0038 0.08 -0.03 -0.01
H 3.2843 -4.9581 -3.0504 -0.03 -0.04 0.02
H 1.2479 -3.6840 -3.4288 -0.16 0.01 -0.04
```
Positions in Å, forces in eV/Å.

Properties
LUMO (spin up / spin down): 0.079 / 0.046 hartree
2S+1: 6
HOMO level (spin up / spin down): -2.67 / -4.56 eV
E_tot: -4263.65298 Ha
relative energy (zero: lowest compared OMol25 entry of this formula, charge and spin): 61.2 kJ/mol
orbital gap (spin up / spin down): 0.1769 / 0.2133 hartree
charge: -1